[1]
Density functional theory data (ωB97M-V/def2-TZVPD) for a 2-piece molecular cluster, C2HBrN2O2 overall.

Computed properties:
- LUMO energy: -0.03830 hartree
- Total charge: 0
- HOMO energy: -10.433 eV
- Multiplicity: 1
- Gap between HOMO and LUMO: 9.39 eV

Geometry (Å):
1 C -0.20574 -0.12889 -0.64810
2 H 0.58823 -0.18263 -1.32805
3 Br -1.32086 1.30394 -1.17531
4 C -0.82925 -1.27122 -0.12926
5 O 1.29397 -0.12046 1.60374
6 N -1.44291 -2.12770 0.23142
7 N 0.91053 0.67817 0.78866
8 O 1.00604 1.84878 0.65690

Taken from the natural (NBO) analysis, the atomic charges in e are: -0.33 0.25 0.16 0.18 -0.32 -0.21 0.56 -0.30

---

[2]
Density functional theory data (ωB97M-V/def2-TZVPD) for one molecule with the formula C6H11N.

Computed properties:
- LUMO energy: 0.03823 hartree
- SMILES: C=C/C(=C/C)NC
- Total charge: 0
- HOMO energy: -7.688 eV
- Multiplicity: 1
- Gap between HOMO and LUMO: 8.73 eV

Geometry (Å):
1 H -3.36974 -1.27767 -0.19008
2 C 0.53881 -0.81861 -1.00766
3 H 2.20652 0.38797 -1.60428
4 H 2.71218 -0.89127 -0.61084
5 N 0.62979 0.47569 1.02960
6 H -0.53152 1.40647 2.51011
7 H -0.64295 2.14726 0.86940
8 H 1.63359 0.50267 0.96383
9 H -1.62824 -0.87199 1.42339
10 C -2.46216 -0.72823 -0.44168
11 H -2.55572 -0.27887 -1.42329
12 H -0.05872 -1.37358 -1.71480
13 C -0.02816 -0.26591 0.06616
14 C -1.43228 -0.60961 0.37737
15 C 1.98176 -0.66869 -1.39529
16 H 2.25683 -1.22363 -2.28806
17 H 0.74511 2.42751 1.83521
18 C 0.00489 1.66051 1.60091

Taken from the natural (NBO) analysis, the atomic charges in e are: 0.20 -0.25 0.21 0.21 -0.63 0.19 0.19 0.38 0.20 -0.38 0.19 0.21 0.13 -0.21 -0.66 0.22 0.20 -0.41

---

[3]
Density functional theory data (ωB97M-V/def2-TZVPD) for C3H5IN2S as an isolated structure.

Computed properties:
- LUMO energy: -0.09373 hartree
- Total charge: 0
- HOMO energy: -8.139 eV
- Multiplicity: 1
- Gap between HOMO and LUMO: 5.59 eV

Geometry (Å):
1 H -1.65757 -0.40913 -2.19007
2 C 1.72846 -0.70266 1.18979
3 H 1.84889 -1.65906 0.51973
4 H 2.57670 0.02365 0.82250
5 H -2.00529 -0.75041 -0.49447
6 I -1.13458 2.82056 -1.37979
7 C -1.53998 -0.00355 -1.16892
8 N -0.37953 0.56489 1.40383
9 S 0.39805 -0.19382 -1.04565
10 N -1.99495 1.18878 -0.65175
11 C 0.46915 -0.01328 0.80938
12 H 1.69066 -0.86597 2.18542

Taken from the natural (NBO) analysis, the atomic charges in e are: 0.25 -0.64 0.25 0.25 0.24 0.36 -0.36 -0.18 0.11 -0.55 0.03 0.23

---

[4]
Density functional theory data (ωB97M-V/def2-TZVPD) for an isolated ion of composition C6H9N3 and charge +2.

Computed properties:
- LUMO energy (spin up / spin down): -0.39536 / -0.39538 hartree
- SMILES: C[N@@+]12C=C[NH+]=C1CC=N2
- Total charge: +2
- HOMO energy (spin up / spin down): -19.735 / -19.735 eV
- Multiplicity: 1
- Gap between HOMO and LUMO (spin up / spin down): 8.98 / 8.98 eV

Geometry (Å):
1 H 1.97570 -1.43255 0.34474
2 C -0.91810 1.46984 1.20149
3 H -1.40565 2.11792 1.91637
4 C -0.87138 0.13507 1.35518
5 C -0.29208 -1.29611 -1.58339
6 H -0.48658 2.83640 -0.38429
7 H 1.26101 0.06721 -2.45117
8 H 1.67195 -0.27324 1.78695
9 N -0.41073 -1.53643 -0.35731
10 N 0.03214 -0.49490 0.45190
11 C 0.06966 0.87320 -0.73214
12 H -0.55973 0.65551 -2.62511
13 H -0.78806 -1.98315 -2.31869
14 N -0.35881 1.85897 -0.02789
15 C 0.19489 0.11284 -1.91712
16 H -1.34524 -0.32104 2.25923
17 C 1.29789 -1.02411 1.16976
18 H 0.93312 -1.76544 1.91150

Taken from the natural (NBO) analysis, the atomic charges in e are: 0.27 -0.02 0.31 -0.01 0.18 0.51 0.39 0.25 -0.17 -0.14 0.69 0.35 0.31 -0.45 -0.66 0.31 -0.39 0.28

---

[5]
Density functional theory data (ωB97M-V/def2-TZVPD) for C43H45N2P2PtSi as an isolated structure.

Computed properties:
- LUMO energy (spin up / spin down): -0.08425 / -0.14073 hartree
- Total charge: +1
- HOMO energy (spin up / spin down): -9.680 / -10.965 eV
- Multiplicity: 3
- Expectation value of S²: 2.005
- Gap between HOMO and LUMO (spin up / spin down): 7.39 / 7.14 eV

Geometry (Å):
1 H 1.17545 1.95086 -0.25457
2 C 3.15051 -1.34917 -2.25674
3 H -1.57132 -3.70376 2.03783
4 C -1.24129 -4.52597 1.39730
5 H -3.99814 -4.63207 -0.63942
6 H 3.88317 -2.35896 -3.99585
7 H 3.81093 1.91800 -4.19731
8 C -4.47558 -0.80008 1.96620
9 C -2.91175 4.11831 -1.25665
10 H 4.87146 -1.67309 3.99821
11 H 1.86890 -0.35015 6.48532
12 C -1.04278 3.26487 -4.32196
13 C -4.85507 -0.67027 3.29385
14 H -0.80051 3.66692 -5.29786
15 H 2.92484 2.01786 -1.91471
16 H 7.07262 -1.20927 2.95931
17 H 0.42977 -3.17883 -1.45861
18 N -1.97972 1.57064 -0.60944
19 C 6.21860 -0.51961 1.11614
20 C -3.89887 -0.41614 4.26893
21 C 5.05243 -0.28091 0.40720
22 C -2.10162 3.41203 -2.16141
23 C -0.03381 1.51331 2.14743
24 P -0.44427 -0.26197 2.08964
25 C -1.65161 2.13028 -1.79257
26 H -2.84520 -0.76927 0.57044
27 C -2.75074 2.25803 0.20803
28 C -3.39385 -3.72174 -0.61215
29 H 0.68141 0.78257 4.66539
30 C -1.18084 -5.68773 -1.41100
31 C 3.12473 1.05308 -2.36083
32 Pt 0.03039 -1.06647 -0.03372
33 Si -1.58153 -4.15724 -0.40442
34 H -1.80114 -6.53128 -1.09820
35 H 1.09725 -0.69408 -5.30616
36 C 1.37354 -3.01128 4.45091
37 H -0.35972 1.91939 3.10950
38 C 1.54286 -0.91815 5.62357
39 H 5.11992 0.10092 -0.60238
40 H -0.18197 -4.71583 1.58137
41 H 2.09592 1.35117 2.61482
42 H 0.41763 -2.92819 2.53290
43 H 2.31764 -2.77542 6.36327
44 C 6.15997 -1.01865 2.40977
45 H -0.65397 1.98196 1.38297
46 C -0.57486 1.94739 -3.99679
47 C 1.79312 -2.28213 5.55491
48 H -3.57965 -3.17941 -1.54238
49 H 0.32887 1.61303 -5.92392
50 C -2.56548 -0.29101 3.91521
51 C 0.55906 -0.06419 -4.61221
52 C 3.80765 -0.53853 0.98946
53 C 3.62833 0.99987 -3.65386
54 H -0.13557 -5.98004 -1.28749
55 H 2.96462 -2.26936 -1.71187
56 C 1.44263 1.85590 1.89794
57 H -5.21762 -1.00323 1.20459
58 C -0.83311 1.37732 -2.73759
59 H 7.17564 -0.31692 0.65350
60 H -2.12749 4.96629 -3.67513
61 H -5.89587 -0.77401 3.57193
62 H -4.19174 -0.31920 5.30615
63 C 0.29533 -0.52676 -3.31819
64 H -1.35794 -5.52779 -2.47697
65 C 1.93126 1.61593 0.46218
66 C -2.17891 -0.41551 2.58102
67 C 0.13705 1.19166 -4.94466
68 C 3.90717 -0.22514 -4.24083
69 H -1.05677 -2.37328 -2.00520
70 H -3.75721 -3.11341 0.21336
71 C 0.86966 -0.28136 4.59143
72 H 4.31405 -0.26830 -5.24312
73 H -3.00463 1.77808 1.14762
74 C 3.75926 -1.04212 2.28583
75 C 0.71535 -2.37114 3.41217
76 H 0.65122 -1.50771 -3.03426
77 H 1.55175 2.92265 2.10524
78 C 4.92963 -1.27828 2.99198
79 C 2.88201 -0.12115 -1.65272
80 H 2.81213 -1.26063 2.75034
81 H 2.84046 2.19980 0.29949
82 C 3.66654 -1.40081 -3.54112
83 H 1.56782 -4.07435 4.39142
84 H -1.79043 -5.42077 1.70064
85 C -0.53684 -2.77384 -1.13081
86 N -0.36540 0.15068 -2.40096
87 C -1.76721 3.97311 -3.43819
88 C 0.45651 -1.00360 3.47312
89 C -3.13977 -0.67956 1.61005
90 H -3.87692 4.04056 0.65792
91 P 2.29343 -0.14346 0.06346
92 H -1.82701 -0.10898 4.68685
93 C -3.24576 3.54010 -0.06322
94 H -3.26895 5.10585 -1.52248

Taken from the Löwdin analysis, the atomic charges in e are: 0.08 -0.12 0.02 -0.19 0.04 0.11 0.11 -0.07 0.00 0.11 0.11 -0.02 -0.06 0.12 0.10 0.11 0.00 0.11 -0.06 -0.06 -0.07 -0.14 -0.33 0.88 -0.15 0.08 -0.14 -0.17 0.11 -0.18 -0.09 0.70 0.42 0.03 0.12 -0.06 0.09 -0.06 0.10 0.03 0.09 0.06 0.11 -0.07 0.05 -0.14 -0.07 0.03 0.13 -0.07 -0.03 -0.33 -0.07 0.03 0.11 -0.27 0.11 -0.14 0.11 0.12 0.11 0.11 -0.16 0.03 -0.33 -0.36 0.00 -0.08 -0.01 0.00 -0.10 0.11 0.10 -0.08 -0.11 0.08 0.12 -0.06 -0.41 0.07 0.09 -0.07 0.11 0.04 -0.39 0.09 -0.02 -0.38 -0.15 0.11 0.95 0.10 -0.03 0.12

---

[6]
Density functional theory data (ωB97M-V/def2-TZVPD) for one molecule with the formula C3H5N3O.

Computed properties:
- LUMO energy: 0.03165 hartree
- SMILES: Nc1c[nH]c(=O)[nH]1
- Total charge: 0
- HOMO energy: -7.637 eV
- Multiplicity: 1
- Gap between HOMO and LUMO: 8.50 eV

Geometry (Å):
1 N 1.97325 -0.16510 0.10838
2 O -2.11550 -1.07825 0.97344
3 H 0.11239 2.04772 0.38953
4 H -2.24056 1.27538 0.03379
5 H 2.47021 0.71144 0.01201
6 H 2.44373 -0.91275 -0.38517
7 C -1.44538 -0.58632 0.10612
8 N -1.49072 0.72645 -0.35846
9 C -0.12542 1.11007 -0.08430
10 C 0.62484 0.00049 -0.17677
11 N -0.23641 -1.09628 -0.44642
12 H 0.02957 -2.03286 -0.17214

Taken from the natural (NBO) analysis, the atomic charges in e are: -0.81 -0.58 0.22 0.39 0.39 0.38 0.81 -0.63 -0.22 0.30 -0.65 0.40

---

> Number 5 is which compound?

C43H45N2P2PtSi

---

> total charge of number 3 (C3H5IN2S)?

0

---

What did the second record say?
Density functional theory data (ωB97M-V/def2-TZVPD) for one molecule with the formula C6H11N.

Computed properties:
- LUMO energy: 0.03823 hartree
- SMILES: C=C/C(=C/C)NC
- Total charge: 0
- HOMO energy: -7.688 eV
- Multiplicity: 1
- Gap between HOMO and LUMO: 8.73 eV

Geometry (Å):
1 H -3.36974 -1.27767 -0.19008
2 C 0.53881 -0.81861 -1.00766
3 H 2.20652 0.38797 -1.60428
4 H 2.71218 -0.89127 -0.61084
5 N 0.62979 0.47569 1.02960
6 H -0.53152 1.40647 2.51011
7 H -0.64295 2.14726 0.86940
8 H 1.63359 0.50267 0.96383
9 H -1.62824 -0.87199 1.42339
10 C -2.46216 -0.72823 -0.44168
11 H -2.55572 -0.27887 -1.42329
12 H -0.05872 -1.37358 -1.71480
13 C -0.02816 -0.26591 0.06616
14 C -1.43228 -0.60961 0.37737
15 C 1.98176 -0.66869 -1.39529
16 H 2.25683 -1.22363 -2.28806
17 H 0.74511 2.42751 1.83521
18 C 0.00489 1.66051 1.60091

Taken from the natural (NBO) analysis, the atomic charges in e are: 0.20 -0.25 0.21 0.21 -0.63 0.19 0.19 0.38 0.20 -0.38 0.19 0.21 0.13 -0.21 -0.66 0.22 0.20 -0.41